# 1
Density functional theory data (ωB97M-V with the def2-TZVPD basis set) for 9 unconnected molecules or ions with the total composition C22H66N4O9.

Computed properties:
**HOMO (spin up / spin down)**: 0.47 / -6.44 eV
**Net charge**: -1
**Spin multiplicity**: 2

Last columns: bonded neighbours and bond lengths (Å).
Geometry (Å):
1 C -4.77546 0.20361 -0.46417  C2 1.576, H4 1.090, H5 1.090, H6 1.090
2 C -3.87986 1.37949 0.08189  C1 1.576, O3 1.375, H7 1.090, H8 1.090
3 O -2.59093 1.18873 -0.35616  C2 1.375, H9 0.960
4 H -4.74703 0.24113 -1.55315  C1 1.090
5 H -5.83534 0.29533 -0.22682  C1 1.090
6 H -4.49236 -0.80248 -0.15477  C1 1.090
7 H -3.87188 1.31707 1.17007  C2 1.090
8 H -4.19487 2.36358 -0.26517  C2 1.090
9 H -2.25597 0.50599 0.22973  O3 0.960
10 C 3.47487 -2.25093 0.39630  C11 1.562, H13 1.090, H14 1.090, H15 1.090
11 C 4.37837 -1.18265 -0.29769  C10 1.562, O12 1.404, H16 1.090, H17 1.090
12 O 3.71047 -1.01809 -1.52169  C11 1.404, H18 0.960
13 H 3.87245 -2.40351 1.39967  C10 1.090
14 H 3.78414 -3.10174 -0.21080  C10 1.090
15 H 2.41094 -2.02097 0.45355  C10 1.090
16 H 5.38511 -1.57752 -0.43422  C11 1.090
17 H 4.51701 -0.23223 0.21765  C11 1.090
18 H 3.75586 -1.88340 -1.93495  O12 0.960
19 C 2.87130 3.49910 -2.02862  C20 1.531, H22 1.090, H23 1.090, H24 1.090
20 C 3.07746 2.41821 -0.96371  C19 1.531, O21 1.420, H25 1.090, H26 1.090
21 O 2.24134 1.29123 -1.17901  C20 1.420, H27 0.960
22 H 1.84174 3.85553 -2.06125  C19 1.090
23 H 3.00082 3.04972 -3.01319  C19 1.090
24 H 3.62403 4.26076 -1.82523  C19 1.090
25 H 3.04054 2.83141 0.04426  C20 1.090
26 H 4.08562 2.00819 -1.02358  C20 1.090
27 H 2.86253 0.60130 -1.42336  O21 0.960
28 O -1.52908 -0.42232 1.39514  H29 0.957, H30 0.957
29 H -1.05593 -0.21221 2.20026  O28 0.957
30 H -0.84277 -0.55696 0.74163  O28 0.957
31 O 0.33711 -0.63914 -0.47049  H32 0.957, H33 0.957
32 H 0.91069 0.11928 -0.58018  O31 0.957
33 H 0.55074 -1.21030 -1.20831  O31 0.957
34 C -0.58823 3.33784 1.57754  C35 1.536, H40 1.090, H41 1.090, H42 1.090
35 C -0.64639 4.18234 0.29567  C34 1.536, C36 1.573, N39 1.424, H43 1.090
36 C 0.59832 5.14340 0.27573  C35 1.573, O37 1.386, H44 1.090, H45 1.090
37 O 0.63457 6.01900 1.35008  C36 1.386, C38 1.434
38 C -0.46364 6.93982 1.30334  O37 1.434, H46 1.090, H47 1.090, H48 1.090
39 N -0.63943 3.31673 -0.83507  C35 1.424, H49 1.010, H50 1.010
40 H -1.30121 2.52317 1.45072  C34 1.090
41 H -0.68695 3.87149 2.52283  C34 1.090
42 H 0.44144 2.99174 1.66747  C34 1.090
43 H -1.61005 4.68990 0.33867  C35 1.090
44 H 0.53702 5.71945 -0.64758  C36 1.090
45 H 1.53821 4.59227 0.30668  C36 1.090
46 H -0.54028 7.54075 0.39718  C38 1.090
47 H -0.35285 7.61957 2.14818  C38 1.090
48 H -1.46729 6.53246 1.42520  C38 1.090
49 H -1.27625 2.55187 -0.66314  N39 1.010
50 H 0.19118 2.79725 -1.08067  N39 1.010
51 C 2.22668 0.72365 -5.38359  C52 1.554, H57 1.090, H58 1.090, H59 1.090
52 C 0.76791 0.56267 -4.87406  C51 1.554, C53 1.473, N56 1.483, H60 1.090
53 C 0.36014 -0.79294 -4.46652  C52 1.473, O54 1.465, H61 1.090, H62 1.090
54 O 1.11055 -1.22929 -3.28680  C53 1.465, C55 1.454
55 C 0.85589 -2.63088 -2.99697  O54 1.454, H63 1.090, H64 1.090, H65 1.090
56 N 0.59270 1.52904 -3.76349  C52 1.483, H66 1.010, H67 1.010
57 H 2.98086 0.68476 -4.59759  C51 1.090
58 H 2.37180 1.74229 -5.74331  C51 1.090
59 H 2.52854 0.03945 -6.17659  C51 1.090
60 H 0.07795 0.90105 -5.64708  C52 1.090
61 H 0.48724 -1.47773 -5.30498  C53 1.090
62 H -0.68191 -0.75588 -4.14893  C53 1.090
63 H -0.19861 -2.69873 -2.72955  C55 1.090
64 H 1.54461 -2.83264 -2.17657  C55 1.090
65 H 1.11522 -3.26693 -3.84330  C55 1.090
66 H -0.33884 1.55183 -3.37387  N56 1.010
67 H 1.12726 1.16728 -2.98666  N56 1.010
68 C -2.15584 0.77221 4.72016  C69 1.517, H74 1.090, H75 1.090, H76 1.090
69 C -1.25022 -0.38521 5.09594  C68 1.517, C70 1.545, N73 1.487, H77 1.090
70 C 0.23486 -0.18399 4.72094  C69 1.545, O71 1.448, H78 1.090, H79 1.090
71 O 0.35084 -0.13976 3.27836  C70 1.448, C72 1.429
72 C 1.68277 0.05099 2.79850  O71 1.429, H80 1.090, H81 1.090, H82 1.090
73 N -1.47136 -0.66073 6.53998  C69 1.487, H83 1.010, H84 1.010
74 H -1.92026 1.04023 3.69023  C68 1.090
75 H -1.92276 1.63499 5.34417  C68 1.090
76 H -3.22801 0.57766 4.74677  C68 1.090
77 H -1.61521 -1.22031 4.49803  C69 1.090
78 H 0.88586 -1.01129 5.00356  C70 1.090
79 H 0.63449 0.67100 5.26628  C70 1.090
80 H 1.68741 0.06393 1.70859  C72 1.090
81 H 2.33582 -0.77301 3.08597  C72 1.090
82 H 2.00080 1.05942 3.06313  C72 1.090
83 H -1.17472 0.13000 7.09392  N73 1.010
84 H -0.75010 -1.34127 6.73171  N73 1.010
85 C -3.06759 -4.74694 -1.21622  C86 1.595, H91 1.090, H92 1.090, H93 1.090
86 C -1.81878 -5.60690 -0.72233  C85 1.595, C87 1.553, N90 1.495, H94 1.090
87 C -1.58971 -5.57156 0.81378  C86 1.553, O88 1.421, H95 1.090, H96 1.090
88 O -1.43515 -4.21074 1.19350  C87 1.421, C89 1.415
89 C -0.20276 -3.55660 0.95841  O88 1.415, H97 1.090, H98 1.090, H99 1.090
90 N -2.14267 -7.02269 -1.07685  C86 1.495, H100 1.010, H101 1.010
91 H -3.13198 -4.66141 -2.30095  C85 1.090
92 H -2.99324 -3.70320 -0.91096  C85 1.090
93 H -4.03091 -5.11756 -0.86584  C85 1.090
94 H -0.92561 -5.29919 -1.26608  C86 1.090
95 H -0.72269 -6.15270 1.12788  C87 1.090
96 H -2.45081 -5.93379 1.37539  C87 1.090
97 H 0.70601 -4.14999 1.05904  C89 1.090
98 H -0.07703 -2.80706 1.73974  C89 1.090
99 H -0.07712 -3.07753 -0.01258  C89 1.090
100 H -3.04470 -7.23503 -0.67516  N90 1.010
101 H -2.27743 -6.93367 -2.07385  N90 1.010


# 2
Density functional theory data (ωB97M-V with the def2-TZVPD basis set) for 11 unconnected molecules or ions with the total composition C22H66O17.

Computed properties:
**HOMO (spin up / spin down)**: -11.66 / -11.65 eV
**Net charge**: +1
**Spin multiplicity**: 2

Last columns: bonded neighbours and bond lengths (Å).
Geometry (Å):
1 C 0.84603 -4.83384 -0.94004  C2 1.514, H4 1.090, H5 1.090, H6 1.090
2 C 2.26382 -4.98342 -0.42948  C1 1.514, O3 1.436, H7 1.090, H8 1.090
3 O 2.24084 -5.60139 0.86681  C2 1.436, H9 0.960
4 H 0.63662 -4.81739 -2.00961  C1 1.090
5 H 0.45515 -3.86711 -0.62261  C1 1.090
6 H 0.25018 -5.58903 -0.42745  C1 1.090
7 H 2.74629 -4.00941 -0.34796  C2 1.090
8 H 2.80572 -5.53209 -1.19982  C2 1.090
9 H 2.98592 -5.22977 1.34468  O3 0.960
10 C 0.46839 -0.60284 0.02085  C11 1.524, H13 1.090, H14 1.090, H15 1.090
11 C 0.13819 0.52769 0.98855  C10 1.524, O12 1.399, H16 1.090, H17 1.090
12 O -1.25072 0.67784 1.05541  C11 1.399, H18 0.960
13 H 1.55109 -0.71497 -0.03652  C10 1.090
14 H 0.18539 -0.39145 -1.01033  C10 1.090
15 H 0.09515 -1.53993 0.43394  C10 1.090
16 H 0.57112 1.42761 0.55172  C11 1.090
17 H 0.70082 0.20134 1.86322  C11 1.090
18 H -1.63073 0.64078 0.17461  O12 0.960
19 C -0.01087 5.72518 -2.09399  C20 1.568, H22 1.090, H23 1.090, H24 1.090
20 C 0.99016 4.55118 -2.37225  C19 1.568, O21 1.411, H25 1.090, H26 1.090
21 O 0.99997 3.86382 -1.14054  C20 1.411, H27 0.960
22 H -0.05508 6.31308 -3.01079  C19 1.090
23 H 0.31030 6.29638 -1.22298  C19 1.090
24 H -1.05371 5.55167 -1.82849  C19 1.090
25 H 1.98841 4.85989 -2.68259  C20 1.090
26 H 0.61839 3.77913 -3.04592  C20 1.090
27 H 1.63898 3.14906 -1.18937  O21 0.960
28 C -5.94795 1.37194 2.36610  C29 1.532, H31 1.090, H32 1.090, H33 1.090
29 C -4.56912 0.84808 1.95036  C28 1.532, O30 1.382, H34 1.090, H35 1.090
30 O -4.72654 -0.11192 0.96819  C29 1.382, H36 0.960
31 H -5.90000 1.99623 3.25833  C28 1.090
32 H -6.52458 0.53744 2.76512  C28 1.090
33 H -6.39084 1.90444 1.52444  C28 1.090
34 H -4.10937 0.37482 2.81798  C29 1.090
35 H -3.82606 1.46782 1.44849  C29 1.090
36 H -4.79101 -0.98449 1.36325  O30 0.960
37 C 2.80154 -2.02225 -3.21161  C38 1.482, H40 1.090, H41 1.090, H42 1.090
38 C 3.97303 -1.23977 -2.75266  C37 1.482, O39 1.389, H43 1.090, H44 1.090
39 O 3.84466 -0.68361 -1.48682  C38 1.389, H45 0.960
40 H 2.51616 -2.68815 -2.39721  C37 1.090
41 H 2.76199 -2.41052 -4.22934  C37 1.090
42 H 1.95526 -1.33530 -3.21325  C37 1.090
43 H 4.14077 -0.41568 -3.44608  C38 1.090
44 H 4.95193 -1.71902 -2.73904  C38 1.090
45 H 4.67295 -0.26415 -1.24271  O39 0.960
46 C -1.22440 4.43867 1.20564  C47 1.510, O49 1.410, H50 1.090, H51 1.090
47 C -1.86078 3.79904 2.41621  C46 1.510, O48 1.439, H52 1.090, H53 1.090
48 O -1.97252 4.64940 3.57117  C47 1.439, H54 0.960
49 O 0.17445 4.60321 1.26077  C46 1.410, H55 0.960
50 H -1.50932 5.48481 1.09384  C46 1.090
51 H -1.29113 3.81770 0.31230  C46 1.090
52 H -1.36871 2.83883 2.57105  C47 1.090
53 H -2.86001 3.63352 2.01342  C47 1.090
54 H -1.22030 5.17717 3.84904  O48 0.960
55 H 0.43304 4.66168 0.33811  O49 0.960
56 C 5.06984 2.16849 0.09343  C57 1.516, O59 1.396, H60 1.090, H61 1.090
57 C 3.55794 2.26108 0.14846  C56 1.516, O58 1.445, H62 1.090, H63 1.090
58 O 3.01889 1.89784 -1.14262  C57 1.445, H64 0.960
59 O 5.55461 0.86919 0.25360  C56 1.396, H65 0.960
60 H 5.58573 2.74106 0.86421  C56 1.090
61 H 5.44726 2.59890 -0.83415  C56 1.090
62 H 3.29466 3.28502 0.41366  C57 1.090
63 H 3.05853 1.61712 0.87234  C57 1.090
64 H 2.91186 0.94383 -1.14375  O58 0.960
65 H 6.47691 0.86892 0.51998  O59 0.960
66 C -2.31109 1.56102 -2.79197  C67 1.496, O69 1.393, H70 1.090, H71 1.090
67 C -1.07173 1.10175 -3.49221  C66 1.496, O68 1.373, H72 1.090, H73 1.090
68 O -1.17779 0.94320 -4.85195  C67 1.373, H74 0.960
69 O -2.14921 1.38934 -1.41940  C66 1.393, H75 0.960
70 H -3.11513 0.92142 -3.15599  C66 1.090
71 H -2.53308 2.59661 -3.04963  C66 1.090
72 H -0.65029 0.27100 -2.92621  C67 1.090
73 H -0.21506 1.71765 -3.21855  C67 1.090
74 H -1.99872 1.24894 -5.24462  O68 0.960
75 H -3.01940 1.56874 -1.05582  O69 0.960
76 C -2.53343 -2.67880 2.02566  C77 1.510, O79 1.430, H80 1.090, H81 1.090
77 C -2.60528 -2.51089 3.52448  C76 1.510, O78 1.446, H82 1.090, H83 1.090
78 O -3.84927 -1.97017 4.02481  C77 1.446, H84 0.960
79 O -3.64939 -3.44783 1.57014  C76 1.430, H85 0.960
80 H -1.60985 -3.22508 1.83414  C76 1.090
81 H -2.46653 -1.68278 1.58797  C76 1.090
82 H -1.78842 -1.94986 3.97845  C77 1.090
83 H -2.46299 -3.49011 3.98161  C77 1.090
84 H -4.60447 -2.53233 3.83707  O78 0.960
85 H -3.61137 -3.60115 0.62323  O79 0.960
86 C 4.41583 -1.42078 3.41148  C87 1.628, O89 1.446, H90 1.090, H91 1.090
87 C 3.08320 -1.84412 2.57810  C86 1.628, O88 1.385, H92 1.090, H93 1.090
88 O 2.26734 -2.74266 3.24485  C87 1.385, H94 0.960
89 O 5.58175 -2.09103 2.88001  C86 1.446, H95 0.960
90 H 4.21419 -1.43869 4.48251  C86 1.090
91 H 4.58919 -0.36013 3.22960  C86 1.090
92 H 3.23885 -2.19086 1.55652  C87 1.090
93 H 2.48412 -0.93512 2.63212  C87 1.090
94 H 2.70141 -3.59352 3.34092  O88 0.960
95 H 6.27193 -1.44083 2.73002  O89 0.960
96 C -2.72906 -3.25828 -2.29566  C97 1.605, O99 1.424, H100 1.090, H101 1.090
97 C -2.95774 -1.67037 -2.34487  C96 1.605, O98 1.432, H102 1.090, H103 1.090
98 O -4.16768 -1.11317 -1.81969  C97 1.432, H104 0.960
99 O -2.80384 -3.68246 -0.93812  C96 1.424, H105 0.960
100 H -1.66953 -3.41416 -2.49862  C96 1.090
101 H -3.35963 -3.78885 -3.00909  C96 1.090
102 H -2.98024 -1.44698 -3.41150  C97 1.090
103 H -2.10289 -1.17110 -1.88872  C97 1.090
104 H -3.99344 -0.99195 -0.88345  O98 0.960
105 H -2.25620 -4.46926 -0.88670  O99 0.960


Sequential maximum force output: 2.54 3.04 eV/A